(1)
DFT (wB97M-V/def2-TZVPD) results for 5 unconnected molecules or ions with the total composition C22H40O9.

Last column: Mulliken charge in e.
Geometry (Å):
O (-5.0074, 0.3943, -3.3639)  -0.5390
C (-3.7327, 0.5707, -2.9176)  -0.0946
C (-2.6934, -0.7115, -2.8021)  0.4147
C (-1.3110, -0.5083, -3.7119)  0.5840
O (-1.1885, 0.7235, -4.2790)  -0.5775
O (-0.3073, -1.5878, -3.8947)  -0.3760
C (1.0681, -1.0749, -3.6736)  -0.4638
C (1.2366, -0.5304, -2.1333)  0.3332
C (2.7494, -0.6595, -1.5148)  0.2581
O (3.7838, 0.1439, -1.8845)  -0.5121
O (3.0778, -1.6547, -0.4465)  -0.4447
H (-3.4745, 1.6771, -2.5865)  0.2830
H (-3.2192, -1.6800, -3.2540)  0.3242
H (-2.4535, -0.9454, -1.6808)  -0.2402
H (1.8219, -1.9605, -3.9371)  0.3559
H (1.2864, -0.2284, -4.4593)  0.2928
H (0.9091, 0.6171, -2.1542)  0.2927
H (0.4420, -1.1278, -1.4792)  -0.2058
H (2.2923, -1.6360, 0.1879)  0.3305
C (5.3578, 5.0278, -3.1508)  -0.5132
C (5.2151, 3.5658, -2.8144)  -0.5109
C (4.1325, 3.5881, -1.7575)  0.0251
O (3.2847, 4.7064, -2.0537)  -0.3983
C (3.9302, 5.5178, -3.0448)  -0.4357
H (5.7997, 5.2116, -4.1333)  0.3242
H (5.9801, 5.5232, -2.3961)  0.2593
H (4.8657, 3.0150, -3.6957)  0.2447
H (6.1416, 3.1021, -2.4665)  0.3598
H (4.5547, 3.7440, -0.7592)  0.2587
H (3.5391, 2.6692, -1.7458)  -0.1426
H (3.3930, 5.3814, -3.9896)  0.2673
H (3.8681, 6.5709, -2.7568)  0.2715
C (-1.4342, -4.9770, -0.7486)  -0.6832
C (-1.3877, -4.8728, 0.7539)  -0.5893
C (-1.1804, -3.3884, 0.9623)  -0.0346
O (-1.8135, -2.7213, -0.1383)  -0.2939
C (-2.1479, -3.6994, -1.1327)  -0.2453
H (-1.9417, -5.8744, -1.1114)  0.3884
H (-0.4149, -4.9718, -1.1527)  0.2640
H (-2.3520, -5.1783, 1.1768)  0.2847
H (-0.6047, -5.4815, 1.2131)  0.3463
H (-0.1166, -3.1291, 0.9430)  0.0243
H (-1.6092, -3.0334, 1.9039)  0.0801
H (-3.2351, -3.8327, -1.1177)  0.2707
H (-1.8546, -3.3355, -2.1213)  0.1653
C (-3.7433, 2.6405, 1.7690)  -0.6952
C (-2.4550, 2.1398, 2.3692)  -0.3909
C (-1.8937, 1.2893, 1.2506)  -0.1871
O (-2.3475, 1.8687, 0.0195)  -0.3384
C (-3.3608, 2.8387, 0.3186)  -0.5113
H (-4.1219, 3.5519, 2.2384)  0.3713
H (-4.5157, 1.8663, 1.8493)  0.2937
H (-1.7855, 2.9850, 2.5680)  0.2923
H (-2.5904, 1.5844, 3.3007)  0.2199
H (-2.2776, 0.2648, 1.2992)  0.1232
H (-0.8005, 1.2531, 1.2596)  0.2259
H (-2.9305, 3.8327, 0.1543)  0.2912
H (-4.2078, 2.7086, -0.3606)  0.3177
C (-0.0568, -0.9048, 5.8792)  -0.5831
C (0.8020, -2.1429, 5.8565)  -0.5967
C (0.1904, -2.9319, 4.7195)  -0.4822
O (-0.3379, -1.9779, 3.7878)  -0.3037
C (-0.3339, -0.6847, 4.4082)  -0.1136
H (0.4226, -0.0461, 6.3558)  0.3575
H (-0.9940, -1.1129, 6.4091)  0.2878
H (1.8356, -1.8726, 5.6102)  0.2658
H (0.8079, -2.6915, 6.8018)  0.3424
H (-0.6409, -3.5534, 5.0689)  0.2883
H (0.9185, -3.5742, 4.2157)  0.3016
H (0.4594, -0.0921, 3.9396)  0.2594
H (-1.2917, -0.1878, 4.2311)  -0.0385

Atoms 1-3, force components in eV/Å:
8.2 0.7 2.8
-5.8 -0.8 -2.1
0.0 -1.0 -1.0

SMILES: O=CCC(=O)OCCC(=O)O.C1CCOC1.C1CCOC1.C1CCOC1.C1CCOC1
HOMO (eV): -9.12
HOMO-LUMO gap (eV): 9.247
Net charge: 0

---

(2)
DFT (wB97M-V/def2-TZVPD) results for a molecular structure, C22H41BrLuNOP3.

Last column: natural (NBO) charge in e.
Geometry (Å):
Lu (0.2393, 0.3448, 0.6962)  1.7613
P (0.6512, -2.3928, -0.1063)  0.7025
P (2.8066, 0.0453, 1.7482)  0.6774
P (-2.5177, 0.5845, 0.2154)  0.6673
H (1.8912, 2.7685, 0.1121)  0.2811
C (0.8103, 2.7371, 0.2904)  -0.4872
C (0.2298, 2.7232, 1.5436)  -0.4299
H (0.8111, 2.5982, 2.4668)  0.2624
C (1.3747, -2.0467, -1.7593)  -0.9315
C (1.7362, -3.7945, 0.4003)  -0.9111
C (-0.8452, -3.2792, -0.6736)  -0.9182
C (3.4152, 1.5018, 2.6662)  -0.9218
C (3.2435, -1.2610, 2.9623)  -0.9115
C (4.1330, -0.1726, 0.4932)  -0.9150
C (-3.2727, 2.2337, 0.5102)  -0.9098
C (-3.8273, -0.6001, 0.7040)  -0.9072
C (-2.7731, 0.5276, -1.5934)  -0.9204
H (0.2289, 2.9175, -0.6208)  0.2837
H (-0.7861, 3.0907, 1.7119)  0.2712
H (1.4903, -3.0191, -2.2555)  0.2806
H (2.3633, -1.5879, -1.6354)  0.2430
H (0.7418, -1.3836, -2.3708)  0.2406
H (1.6683, -4.6128, -0.3294)  0.2790
H (1.4650, -4.1878, 1.3882)  0.2621
H (2.7854, -3.4779, 0.4639)  0.2541
H (-0.5518, -4.2025, -1.1910)  0.2747
H (-1.4108, -2.6439, -1.3667)  0.2487
H (-1.5051, -3.5175, 0.1673)  0.2572
H (4.4825, 1.6194, 2.4489)  0.2792
H (3.2772, 1.3648, 3.7464)  0.2726
H (2.8861, 2.4082, 2.3504)  0.2276
H (4.3216, -1.2187, 3.1755)  0.2794
H (2.9882, -2.2578, 2.5796)  0.2446
H (2.6975, -1.0975, 3.9027)  0.2562
H (5.1299, -0.1954, 0.9564)  0.2803
H (4.0968, 0.6636, -0.2198)  0.2511
H (3.9733, -1.1126, -0.0533)  0.2434
H (-3.9822, 2.4322, -0.3050)  0.2780
H (-2.4951, 3.0092, 0.4964)  0.2279
H (-3.8005, 2.2845, 1.4714)  0.2653
H (-4.7673, -0.3727, 0.1795)  0.2789
H (-4.0070, -0.5767, 1.7864)  0.2536
H (-3.5095, -1.6150, 0.4232)  0.2512
H (-3.7914, 0.8380, -1.8660)  0.2676
H (-2.5779, -0.4918, -1.9529)  0.2435
H (-2.0572, 1.2119, -2.0646)  0.2659
C (-0.4366, 1.5052, -4.0957)  0.3495
C (0.1748, 0.7484, -5.1147)  -0.3244
C (0.0766, 1.1974, -6.4371)  -0.1631
C (-0.6746, 2.3396, -6.7455)  -0.2044
C (-1.4153, 2.9680, -5.7309)  -0.1650
C (-1.3627, 2.5180, -4.3986)  -0.3115
O (-0.1378, 1.2742, -2.7417)  -0.7599
H (0.6996, 0.7614, -2.6480)  0.4740
H (0.7242, -0.1640, -4.8774)  0.2105
H (0.6196, 0.6656, -7.2208)  0.2424
H (-0.7153, 2.6823, -7.7882)  0.2503
H (-2.0053, 3.8429, -6.0077)  0.2437
H (-2.0256, 2.9400, -3.6328)  0.2188
Br (0.1530, -3.6529, 5.1241)  0.1874
C (-0.5362, -1.9978, 4.4461)  -0.0995
C (-1.4037, -1.2170, 5.2010)  -0.1127
C (-1.8264, 0.0035, 4.6684)  -0.1940
C (-1.3337, 0.4295, 3.4468)  0.0372
N (-0.4915, -0.3439, 2.7082)  -0.6583
C (-0.1342, -1.5750, 3.1910)  0.0217
H (-1.7443, -1.5686, 6.1652)  0.2813
H (-2.5269, 0.6442, 5.1974)  0.2723
H (-1.6358, 1.4014, 3.0484)  0.2221
H (0.4975, -2.1890, 2.5495)  0.2318

Atoms 1-3, force components in eV/Å:
-0.6 -2.3 0.1
0.0 -0.7 -1.4
1.6 -0.3 0.6

HOMO (eV): -15.35
HOMO-LUMO gap (eV): 4.513
Net charge: +3

---

(3)
DFT (wB97M-V/def2-TZVPD) results for a molecular structure, C22H41N2O2P3SeW.

Last column: Mulliken spin population.
Geometry (Å):
P (-0.5129, -2.8152, 0.6562)  -0.0351
C (0.4149, -3.4873, 2.0349)  0.0082
H (0.2253, -4.5720, 2.0458)  -0.0023
H (0.0886, -3.0547, 2.9857)  -0.0058
H (1.4838, -3.3018, 1.9055)  0.0024
C (-2.2242, -3.1202, 1.2222)  -0.0035
H (-2.9414, -3.1733, 0.4003)  0.0023
H (-2.5539, -2.3431, 1.9202)  0.0008
H (-2.2400, -4.0828, 1.7481)  -0.0008
C (-0.0558, -3.9402, -0.6747)  -0.0001
H (-0.3445, -4.9484, -0.3762)  0.0019
H (1.0267, -3.8900, -0.8068)  0.0047
H (-0.5230, -3.7066, -1.6289)  0.0005
P (1.6082, 0.4616, -2.1947)  -0.0104
C (3.3447, 0.6115, -1.6399)  0.0019
H (3.9903, 0.8255, -2.5128)  0.0000
H (3.6813, -0.3193, -1.1674)  -0.0003
H (3.4266, 1.4355, -0.9201)  0.0005
C (1.8788, -0.7672, -3.5503)  0.0017
H (1.0133, -0.8138, -4.2179)  0.0023
H (2.0294, -1.7519, -3.0871)  -0.0007
H (2.7781, -0.4928, -4.1164)  0.0024
C (1.4640, 2.1218, -2.9832)  -0.0011
H (2.1361, 2.1844, -3.8486)  -0.0004
H (1.7522, 2.8596, -2.2243)  0.0002
H (0.4368, 2.3283, -3.2947)  -0.0011
P (-1.5509, 2.4024, 1.2710)  0.0381
C (-0.6087, 3.2068, 2.5283)  0.0183
H (-1.3412, 3.8957, 2.9654)  0.0029
H (0.2453, 3.7361, 2.0886)  -0.0006
H (-0.2628, 2.4697, 3.2667)  -0.0027
C (-2.0794, 3.6476, 0.1098)  0.0072
H (-2.4528, 4.4369, 0.7597)  0.0019
H (-2.8871, 3.3050, -0.5326)  -0.0010
H (-1.2609, 4.0315, -0.5060)  0.0000
C (-2.8441, 1.4680, 2.0233)  0.0085
H (-3.4983, 2.2371, 2.4364)  0.0001
H (-2.4830, 0.8491, 2.8448)  0.0017
H (-3.4462, 0.8508, 1.3613)  -0.0005
W (-0.7293, -0.1064, -1.0414)  0.4719
C (0.8080, -1.2632, 0.1171)  0.1429
O (2.0231, -1.4393, 0.1321)  0.0645
C (-0.1432, 1.6450, 0.2930)  0.0870
O (0.9857, 2.1376, 0.1835)  0.0858
C (-1.9460, 1.1555, -2.2324)  0.0045
C (-2.7317, 0.6793, -1.1725)  -0.0404
C (-2.7975, -0.6923, -0.9005)  0.1148
C (-2.1248, -1.6057, -1.7303)  0.0199
C (-1.3273, -1.1339, -2.7875)  0.0107
C (-1.2751, 0.2471, -3.0652)  0.0237
H (-1.8637, 2.2192, -2.4190)  -0.0047
H (-3.3360, 1.3627, -0.5951)  0.0044
H (-3.3725, -1.0399, -0.0478)  0.0156
H (-2.2398, -2.6675, -1.5651)  0.0109
H (-0.7676, -1.8300, -3.3991)  0.0187
H (-0.6742, 0.6170, -3.8864)  -0.0072
C (3.6578, 0.7086, 2.2195)  -0.0007
N (3.2220, -0.2462, 3.2269)  0.0472
C (4.0730, -0.9306, 4.0790)  0.1420
C (3.2947, -1.6203, 4.9592)  0.1319
N (1.9847, -1.3486, 4.6364)  0.0590
C (0.8310, -1.8652, 5.3327)  -0.0006
C (1.9058, -0.5183, 3.5490)  -0.0564
Se (0.2788, -0.0725, 2.7803)  0.5968
H (3.0738, 1.6425, 2.2995)  -0.0007
H (3.5336, 0.2889, 1.2079)  0.0018
H (4.7230, 0.9180, 2.4080)  0.0017
H (5.1353, -0.8419, 3.9849)  0.0032
H (3.5461, -2.2558, 5.7773)  0.0033
H (0.7093, -2.9384, 5.1448)  0.0019
H (0.9267, -1.6737, 6.4064)  0.0027
H (-0.0583, -1.3389, 4.9651)  0.0021

Atoms 1-3, force components in eV/Å:
0.3 -1.4 0.6
0.4 -0.1 0.5
0.1 0.3 0.1

HOMO (spin up / spin down) (eV): -19.92 / -19.77
HOMO-LUMO gap (spin up / spin down) (eV): 6.459 / 4.960
Spin multiplicity: 3
Net charge: +4

---

DFT total energy (computed, Ha): -1539.15766, -5825.54110, -4613.82534